# 1
# C37H39Cl4N3O8PV

C37H39Cl4N3O8PV as an isolated structure (the ωB97M-V functional and the def2-TZVPD basis, the OMol25 dataset).

Cartesian coordinates (Å):
1 V -0.528 -1.322 -0.427
2 C 1.975 -2.244 2.693
3 C 2.854 -1.821 1.549
4 C 4.152 -1.395 1.781
5 C 4.969 -1.010 0.728
6 C 4.492 -1.056 -0.567
7 C 3.198 -1.491 -0.842
8 C 2.712 -1.500 -2.258
9 C 2.391 -1.873 0.227
10 N 1.075 -2.410 0.016
11 C 0.973 -3.753 0.267
12 O 1.876 -4.558 0.328
13 C -0.439 -4.125 0.578
14 C -0.909 -5.386 0.884
15 C -2.262 -5.524 1.168
16 C -3.099 -4.415 1.128
17 C -2.537 -3.197 0.800
18 N -1.244 -3.077 0.564
19 C -3.256 -1.907 0.603
20 O -4.429 -1.762 0.872
21 N -2.407 -0.970 0.082
22 C -3.011 0.317 -0.120
23 C -3.589 0.628 -1.351
24 C -3.520 -0.297 -2.534
25 C -4.281 1.831 -1.468
26 C -4.407 2.688 -0.390
27 C -3.834 2.354 0.829
28 C -3.126 1.171 0.983
29 C -2.574 0.780 2.325
30 H 2.462 -2.029 3.643
31 H 1.774 -3.318 2.663
32 H 1.019 -1.717 2.672
33 H 4.530 -1.379 2.796
34 H 5.982 -0.679 0.921
35 H 5.127 -0.753 -1.390
36 H 3.542 -1.663 -2.944
37 H 2.265 -0.531 -2.491
38 H 1.969 -2.279 -2.429
39 H -0.218 -6.218 0.887
40 H -2.667 -6.498 1.409
41 H -4.160 -4.470 1.324
42 H -3.200 -1.298 -2.256
43 H -2.821 0.086 -3.281
44 H -4.498 -0.373 -3.009
45 H -4.741 2.081 -2.417
46 H -4.958 3.613 -0.494
47 H -3.950 3.013 1.682
48 H -2.640 1.616 3.021
49 H -1.532 0.468 2.259
50 H -3.147 -0.053 2.741
51 Cl 0.450 -0.426 -7.030
52 C 0.018 -1.082 -5.500
53 C -0.431 -2.405 -5.411
54 Cl -0.554 -3.374 -6.827
55 C -0.776 -2.953 -4.176
56 Cl -1.318 -4.571 -3.992
57 C -0.674 -2.144 -3.059
58 O -0.927 -2.487 -1.805
59 C -0.229 -0.832 -3.138
60 O -0.148 -0.252 -1.945
61 C 0.128 -0.283 -4.360
62 Cl 0.721 1.326 -4.423
63 C 0.804 2.812 3.657
64 C 1.974 2.010 3.109
65 C 2.552 1.121 4.194
66 C 3.056 2.889 2.505
67 O 1.486 1.062 2.097
68 P 1.104 1.289 0.593
69 O 2.157 1.238 -0.416
70 O 0.081 0.031 0.468
71 O 0.210 2.577 0.608
72 C 0.035 3.574 -0.481
73 C -0.614 2.872 -1.654
74 C 1.368 4.193 -0.870
75 C -0.877 4.616 0.138
76 H 1.150 3.424 4.493
77 H 0.027 2.139 4.024
78 H 0.374 3.463 2.900
79 H 2.914 1.737 5.018
80 H 3.381 0.534 3.801
81 H 1.787 0.443 4.575
82 H 3.506 3.505 3.286
83 H 2.645 3.552 1.746
84 H 3.832 2.273 2.050
85 H 0.033 2.079 -2.031
86 H -0.786 3.587 -2.461
87 H -1.570 2.444 -1.360
88 H 2.077 3.438 -1.202
89 H 1.799 4.754 -0.040
90 H 1.191 4.894 -1.687
91 H -1.815 4.162 0.453
92 H -1.095 5.392 -0.599
93 H -0.397 5.084 0.998

Its total energy is -5325.95343 hartree. Its HOMO energy is -0.30605 Eh. The energy above the lowest of the compared OMol25 structures with the same formula, charge and spin is 22.1 kJ/mol. As for the total charge: 0. The calculation puts the largest force on an atom at 0.0165 Eh/bohr. The spin multiplicity is 1. For the orbital gap, the calculation gives 6.6 eV. The molar mass is 877.46 g/mol.

=====

# 2
# C37H39CsN10O6S

C37H39CsN10O6S as an isolated structure (the ωB97M-V functional and the def2-TZVPD basis, the OMol25 dataset).

Cartesian coordinates (Å):
1 Cs -1.567 0.285 0.333
2 O -2.056 2.629 4.713
3 C -1.655 2.260 3.615
4 N -1.238 1.046 3.203
5 C -0.730 0.138 4.053
6 O -0.095 0.309 5.093
7 C -0.921 -1.357 3.665
8 C -0.720 -2.317 4.663
9 C -0.920 -3.652 4.356
10 C -1.300 -4.017 3.070
11 C -1.476 -3.003 2.138
12 N -1.309 -1.735 2.462
13 C -1.717 3.354 2.501
14 C -2.066 4.653 2.875
15 C -2.117 5.633 1.900
16 C -1.860 5.304 0.575
17 C -1.552 3.985 0.277
18 N -1.445 3.080 1.240
19 H -0.409 -1.986 5.643
20 H -0.780 -4.411 5.118
21 H -1.457 -5.054 2.800
22 H -1.768 -3.211 1.109
23 H -2.283 4.852 3.914
24 H -2.365 6.654 2.167
25 H -1.911 6.049 -0.209
26 H -1.365 3.648 -0.742
27 C -2.432 -0.768 -4.867
28 C -1.659 -0.648 -3.582
29 N -2.178 -0.636 -2.419
30 N -3.539 -0.841 -2.293
31 C -4.142 0.066 -1.554
32 O -3.724 1.158 -1.106
33 C -5.573 -0.333 -1.199
34 C -6.201 0.353 -0.165
35 C -7.492 0.017 0.230
36 C -8.176 -0.997 -0.418
37 C -7.559 -1.680 -1.463
38 C -6.269 -1.355 -1.846
39 C -0.178 -0.553 -3.629
40 C 0.520 -0.626 -4.834
41 C 1.906 -0.554 -4.835
42 C 2.572 -0.405 -3.632
43 C 1.790 -0.316 -2.485
44 N 0.465 -0.393 -2.462
45 H -3.492 -0.826 -4.632
46 H -2.134 -1.659 -5.424
47 H -2.251 0.101 -5.504
48 H -5.643 1.151 0.308
49 H -7.960 0.554 1.048
50 H -9.183 -1.259 -0.115
51 H -8.089 -2.474 -1.977
52 H -5.766 -1.885 -2.644
53 H -0.019 -0.741 -5.765
54 H 2.468 -0.603 -5.759
55 H 3.654 -0.340 -3.608
56 H 2.266 -0.177 -1.519
57 C 2.278 -4.046 2.157
58 N 2.417 -2.859 1.325
59 C 1.714 -2.979 0.059
60 C 2.357 -1.614 1.935
61 N 1.636 -0.684 1.432
62 N 3.139 -1.523 3.102
63 C 4.539 -1.904 2.971
64 C 2.976 -0.329 3.908
65 H 1.224 -4.323 2.278
66 H 2.697 -3.875 3.145
67 H 2.804 -4.878 1.683
68 H 2.006 -3.921 -0.406
69 H 1.991 -2.156 -0.590
70 H 0.625 -2.958 0.179
71 H 1.787 0.171 1.961
72 H 4.647 -2.746 2.295
73 H 4.930 -2.178 3.953
74 H 5.147 -1.077 2.579
75 H 3.398 0.571 3.434
76 H 3.508 -0.486 4.847
77 H 1.929 -0.155 4.144
78 N 1.856 2.902 -0.157
79 C 2.835 2.611 -1.112
80 C 2.707 3.097 -2.415
81 C 3.678 2.824 -3.365
82 C 4.788 2.063 -3.036
83 C 4.937 1.602 -1.740
84 C 3.973 1.876 -0.779
85 S 5.960 1.558 -4.293
86 O 7.280 1.816 -3.730
87 O 5.640 2.358 -5.469
88 O 5.658 0.129 -4.453
89 H 1.822 2.288 0.643
90 H 0.930 3.013 -0.543
91 H 1.830 3.674 -2.686
92 H 3.569 3.177 -4.382
93 H 5.807 1.010 -1.483
94 H 4.085 1.487 0.228

Its total energy is -2850.83095 hartree. Its HOMO energy is -0.11311 Eh. The energy above the lowest of the compared OMol25 structures with the same formula, charge and spin is 96.1 kJ/mol. As for the total charge: -2. The calculation puts the largest force on an atom at 0.0192 Eh/bohr. The spin multiplicity is 1. For the orbital gap, the calculation gives 6.5 eV. The molar mass is 884.76 g/mol.

=====

# 3
# C37H39N4O

An isolated ion of composition C37H39N4O and charge +1 at a distorted geometry (the ωB97M-V functional and the def2-TZVPD basis, the OMol25 dataset).

Cartesian coordinates (Å):
1 C -5.232 0.896 1.220
2 N -4.697 0.042 2.278
3 C -5.753 -0.496 3.132
4 C -3.344 -0.086 2.564
5 C -2.485 1.030 2.695
6 C -1.222 0.857 3.238
7 N -0.704 -0.356 3.587
8 C 0.794 -0.551 4.303
9 C 1.627 0.531 3.691
10 C 3.006 0.158 3.267
11 C 3.916 1.216 3.305
12 C 5.274 0.986 3.152
13 C 5.725 -0.305 2.861
14 C 4.795 -1.332 2.640
15 C 3.428 -1.102 2.797
16 O 1.340 1.736 3.757
17 C -1.397 -1.445 3.125
18 C -2.732 -1.358 2.772
19 H -4.485 1.071 0.437
20 H -6.101 0.390 0.769
21 H -5.588 1.863 1.611
22 H -5.350 -1.163 3.900
23 H -6.300 0.324 3.628
24 H -6.477 -1.046 2.511
25 H -2.818 2.044 2.474
26 H -0.586 1.718 3.368
27 H 0.987 -1.533 3.885
28 H 3.556 2.224 3.483
29 H 5.967 1.820 3.269
30 H 6.802 -0.484 2.756
31 H 5.168 -2.322 2.362
32 H 2.711 -1.881 2.526
33 H -0.856 -2.391 3.039
34 H -3.304 -2.275 2.620
35 C -3.157 -1.277 7.952
36 N -1.756 -0.971 7.798
37 C -1.059 -1.039 6.623
38 C 0.264 -0.713 6.836
39 C 1.246 -0.865 5.730
40 C 2.682 -0.349 6.210
41 C 2.873 0.887 6.851
42 C 4.117 1.245 7.395
43 C 5.248 0.410 7.195
44 N 6.489 0.810 7.614
45 C 6.734 2.132 8.139
46 C 5.558 2.637 8.957
47 C 4.255 2.514 8.162
48 C 7.697 0.134 7.197
49 C 7.482 -1.363 7.099
50 C 6.270 -1.672 6.214
51 C 5.082 -0.819 6.509
52 C 3.810 -1.169 6.054
53 C 0.413 -0.454 8.285
54 C 1.435 -0.340 9.247
55 C 1.113 -0.196 10.615
56 C -0.215 -0.225 11.067
57 C -1.251 -0.445 10.149
58 C -0.905 -0.574 8.814
59 H -3.475 -0.957 8.943
60 H -3.728 -0.731 7.197
61 H -3.347 -2.351 7.846
62 H -1.519 -1.411 5.722
63 H 1.428 -1.964 5.697
64 H 2.024 1.556 7.026
65 H 7.638 2.077 8.762
66 H 6.956 2.839 7.317
67 H 5.489 2.069 9.894
68 H 5.739 3.683 9.220
69 H 4.215 3.333 7.431
70 H 3.401 2.643 8.838
71 H 8.044 0.531 6.223
72 H 8.482 0.366 7.932
73 H 8.382 -1.828 6.686
74 H 7.328 -1.772 8.106
75 H 6.558 -1.507 5.164
76 H 6.007 -2.733 6.303
77 H 3.672 -2.141 5.569
78 H 2.489 -0.397 8.972
79 H 1.911 -0.064 11.356
80 H -0.447 -0.095 12.129
81 H -2.293 -0.488 10.454

Its total energy is -1727.31095 hartree. Its HOMO energy is -0.33929 Eh. As for the total charge: +1. The calculation puts the largest force on an atom at 0.0665 Eh/bohr. The spin multiplicity is 1. As for the structure (SMILES): CN(C)c1cc[n+]([C@@H](C(=O)c2ccccc2)[C@@H](c2cc3c4c(c2)CCCN4CCC3)c2cn(C)c3ccccc23)cc1. For the orbital gap, the calculation gives 5.8 eV. The molar mass is 555.75 g/mol.

=====

# 4
# C37H40AsHfNP2

C37H40AsHfNP2 as an isolated structure at a distorted geometry (the ωB97M-V functional and the def2-TZVPD basis, the OMol25 dataset).

Cartesian coordinates (Å):
1 C -4.347 -2.663 0.587
2 C -3.349 -2.046 -0.128
3 C -3.406 -0.589 -0.202
4 C -4.200 0.138 0.767
5 C -4.913 -0.603 1.720
6 C -5.132 -1.933 1.492
7 C -4.259 1.557 0.650
8 C -3.444 2.248 -0.299
9 C -2.708 1.466 -1.267
10 C -1.915 2.127 -2.289
11 C -2.188 3.450 -2.509
12 C -2.932 4.201 -1.586
13 C -3.367 3.657 -0.400
14 H -4.496 -3.723 0.419
15 H -5.438 -0.018 2.467
16 H -5.927 -2.435 1.992
17 H -4.233 2.044 1.618
18 H -1.819 3.904 -3.417
19 H -3.175 5.223 -1.809
20 H -3.863 4.232 0.396
21 N -2.976 0.119 -1.300
22 Hf 0.292 0.062 0.399
23 C -2.188 -2.821 -0.831
24 H -2.134 -2.585 -1.896
25 H -2.381 -3.890 -0.741
26 C -0.825 1.371 -3.054
27 H -1.185 0.459 -3.525
28 H -0.378 1.999 -3.799
29 P -0.584 -2.412 -0.061
30 P 0.555 0.899 -1.955
31 C 1.586 2.376 -1.888
32 H 2.583 2.148 -1.484
33 H 1.671 2.775 -2.903
34 H 1.139 3.157 -1.272
35 C 1.524 -0.313 -2.867
36 H 1.941 0.188 -3.749
37 H 2.350 -0.713 -2.252
38 H 0.883 -1.146 -3.174
39 C -0.630 -3.388 1.481
40 H -0.767 -4.463 1.281
41 H 0.285 -3.243 2.053
42 H -1.472 -3.055 2.102
43 C 0.591 -3.348 -1.133
44 H 1.618 -3.035 -0.925
45 H 0.506 -4.429 -0.949
46 H 0.370 -3.125 -2.189
47 H -0.154 0.710 2.072
48 H -0.255 1.480 1.280
49 C 3.557 -0.997 5.757
50 C 2.330 -0.324 5.620
51 C 1.872 0.039 4.356
52 C 2.689 -0.273 3.267
53 C 3.896 -0.960 3.367
54 C 4.332 -1.320 4.640
55 As 2.240 0.448 1.564
56 C 2.816 2.294 1.685
57 C 1.954 3.396 1.601
58 C 2.494 4.665 1.853
59 C 3.838 4.814 2.194
60 C 4.670 3.690 2.290
61 C 4.153 2.411 2.047
62 C 3.535 -0.369 0.371
63 C 4.305 0.442 -0.456
64 C 5.157 -0.213 -1.350
65 C 5.186 -1.607 -1.459
66 C 4.343 -2.385 -0.668
67 C 3.505 -1.766 0.254
68 H 3.912 -1.271 6.745
69 H 1.733 -0.075 6.493
70 H 0.915 0.558 4.209
71 H 4.483 -1.190 2.476
72 H 5.285 -1.842 4.727
73 H 0.904 3.253 1.316
74 H 1.860 5.549 1.769
75 H 4.257 5.808 2.389
76 H 5.713 3.783 2.572
77 H 4.770 1.509 2.163
78 H 4.258 1.531 -0.357
79 H 5.820 0.396 -1.957
80 H 5.858 -2.091 -2.166
81 H 4.356 -3.473 -0.741
82 H 2.836 -2.340 0.896

Its total energy is -4454.44262 hartree. Its HOMO energy is -0.46586 Eh. As for the total charge: +2. The calculation puts the largest force on an atom at 0.1248 Eh/bohr. The spin multiplicity is 1. For the orbital gap, the calculation gives 6.0 eV. The molar mass is 814.09 g/mol.

=====

# 5
# C37H40AsNO3SZr

C37H40AsNO3SZr as an isolated structure (the ωB97M-V functional and the def2-TZVPD basis, the OMol25 dataset).

Cartesian coordinates (Å):
1 Zr 1.134 -0.314 0.783
2 C -1.621 2.421 -0.101
3 C -2.454 1.423 0.650
4 C -3.694 1.768 1.172
5 C -4.450 0.856 1.893
6 C -3.954 -0.424 2.097
7 C -2.718 -0.807 1.594
8 C -2.167 -2.177 1.860
9 C -1.953 0.125 0.862
10 N -0.693 -0.211 0.401
11 H -2.192 3.324 -0.314
12 H -1.258 1.998 -1.040
13 H -0.737 2.709 0.477
14 H -4.071 2.771 1.006
15 H -5.418 1.138 2.288
16 H -4.536 -1.145 2.661
17 H -2.906 -2.805 2.359
18 H -1.277 -2.134 2.496
19 H -1.865 -2.669 0.933
20 C 2.788 1.570 -3.149
21 C 2.139 0.382 -2.438
22 C 2.622 -0.922 -3.065
23 C 2.409 0.391 -0.933
24 H 2.568 1.566 -4.220
25 H 3.875 1.535 -3.028
26 H 2.437 2.517 -2.735
27 H 1.055 0.450 -2.591
28 H 3.702 -1.035 -2.922
29 H 2.432 -0.939 -4.141
30 H 2.131 -1.789 -2.623
31 H 2.187 1.418 -0.539
32 H 3.488 0.280 -0.743
33 C -2.665 2.007 7.137
34 C -1.541 1.592 6.229
35 C -1.790 1.213 4.912
36 C -0.755 0.830 4.077
37 C 0.543 0.824 4.568
38 C 0.820 1.194 5.875
39 C -0.228 1.577 6.696
40 S 1.854 0.337 3.512
41 O 1.496 -1.008 2.955
42 O 3.084 0.386 4.230
43 O 1.791 1.218 2.297
44 H -3.616 2.019 6.607
45 H -2.488 3.003 7.545
46 H -2.755 1.320 7.980
47 H -2.802 1.214 4.524
48 H -0.974 0.537 3.057
49 H 1.840 1.182 6.232
50 H -0.022 1.870 7.719
51 C -0.442 -4.720 -3.519
52 C 0.717 -5.324 -3.051
53 C 1.324 -4.861 -1.893
54 C 0.770 -3.787 -1.207
55 C -0.388 -3.175 -1.678
56 C -0.995 -3.648 -2.833
57 As 1.555 -3.100 0.420
58 C 0.775 -4.242 1.776
59 C -0.242 -5.136 1.465
60 C -0.812 -5.912 2.466
61 C -0.363 -5.800 3.774
62 C 0.658 -4.911 4.083
63 C 1.225 -4.129 3.089
64 C 3.379 -3.732 0.339
65 C 4.323 -2.931 -0.297
66 C 5.635 -3.364 -0.414
67 C 6.008 -4.595 0.109
68 C 5.069 -5.392 0.748
69 C 3.754 -4.964 0.864
70 H -0.912 -5.084 -4.424
71 H 1.151 -6.157 -3.591
72 H 2.233 -5.329 -1.533
73 H -0.807 -2.324 -1.149
74 H -1.895 -3.173 -3.200
75 H -0.599 -5.227 0.447
76 H -1.608 -6.604 2.221
77 H -0.809 -6.404 4.553
78 H 1.009 -4.819 5.103
79 H 2.007 -3.424 3.340
80 H 4.031 -1.970 -0.704
81 H 6.366 -2.738 -0.909
82 H 7.033 -4.931 0.022
83 H 5.360 -6.350 1.158
84 H 3.024 -5.586 1.367

Its total energy is -4395.48046 hartree. Its HOMO energy is -0.26721 Eh. The energy above the lowest of the compared OMol25 structures with the same formula, charge and spin is 0.0 kJ/mol. As for the total charge: 0. The calculation puts the largest force on an atom at 0.0163 Eh/bohr. The spin multiplicity is 1. For the orbital gap, the calculation gives 7.8 eV. The molar mass is 744.94 g/mol.

=====

- What is the orbital gap in the first record?
  6.6 eV